Computed, not measured: C21H28N2O in the gas phase, with wB97M-V/def2-TZVPD.

Summary:
* largest force on an atom: 0.014 Eh/bohr
* energy above the lowest of the compared OMol25 structures with the same formula, charge and spin: 4.49 kcal per mole
* SMILES string: CCN(CC)c1ccc(CC(=O)N[C@@H](C)Cc2ccccc2)cc1
* HOMO level: -7.4 eV

Last columns: bonded neighbours and bond lengths (Å).
Atoms and positions in Å:
1 C -0.889 4.379 2.228  H2 1.087, H3 1.087, H4 1.087, C5 1.531
2 H -0.072 4.686 2.875  C1 1.087
3 H -1.599 5.199 2.152  C1 1.087
4 H -1.385 3.528 2.688  C1 1.087
5 C -0.369 4.009 0.837  C1 1.531, N6 1.445, H51 1.093, H52 1.095
6 N 0.536 2.883 0.836  C5 1.445, C7 1.377, C44 1.443
7 C 0.084 1.614 1.119  N6 1.377, C8 1.403, C12 1.401
8 C -1.284 1.302 1.112  C7 1.403, C9 1.378, H43 1.077
9 C -1.731 0.016 1.324  C8 1.378, C10 1.388, H42 1.081
10 C -0.851 -1.027 1.582  C9 1.388, C11 1.388, C15 1.502
11 C 0.502 -0.722 1.624  C10 1.388, C12 1.380, H14 1.083
12 C 0.963 0.559 1.399  C7 1.401, C11 1.380, H13 1.077
13 H 2.027 0.725 1.457  C12 1.077
14 H 1.224 -1.492 1.866  C11 1.083
15 C -1.353 -2.431 1.763  C10 1.502, H16 1.092, C17 1.530, H41 1.090
16 H -0.684 -2.999 2.413  C15 1.092
17 C -1.433 -3.135 0.407  C15 1.530, O18 1.212, N19 1.352
18 O -2.480 -3.498 -0.086  C17 1.212
19 N -0.216 -3.325 -0.150  C17 1.352, H20 1.007, C21 1.456
20 H 0.554 -2.835 0.275  N19 1.007
21 C 0.012 -3.862 -1.483  N19 1.456, C22 1.527, H26 1.096, C27 1.539
22 C -0.522 -5.290 -1.579  C21 1.527, H23 1.087, H24 1.088, H25 1.086
23 H -0.321 -5.700 -2.565  C22 1.087
24 H -0.045 -5.920 -0.831  C22 1.088
25 H -1.593 -5.291 -1.403  C22 1.086
26 H 1.098 -3.874 -1.625  C21 1.096
27 C -0.629 -2.963 -2.555  C21 1.539, C28 1.503, H39 1.090, H40 1.093
28 C -0.180 -1.534 -2.427  C27 1.503, C29 1.388, C33 1.390
29 C -1.084 -0.537 -2.086  C28 1.388, C30 1.383, H38 1.080
30 C -0.676 0.781 -1.983  C29 1.383, C31 1.383, H37 1.079
31 C 0.648 1.118 -2.195  C30 1.383, C32 1.384, H36 1.080
32 C 1.562 0.130 -2.517  C31 1.384, C33 1.383, H35 1.081
33 C 1.148 -1.184 -2.641  C28 1.390, C32 1.383, H34 1.081
34 H 1.865 -1.946 -2.916  C33 1.081
35 H 2.599 0.385 -2.686  C32 1.081
36 H 0.966 2.147 -2.111  C31 1.080
37 H -1.396 1.547 -1.739  C30 1.079
38 H -2.117 -0.797 -1.906  C29 1.080
39 H -1.712 -3.020 -2.445  C27 1.090
40 H -0.357 -3.353 -3.539  C27 1.093
41 H -2.354 -2.429 2.195  C15 1.090
42 H -2.792 -0.184 1.291  C9 1.081
43 H -2.021 2.065 0.924  C8 1.077
44 C 1.948 3.171 0.751  N6 1.443, H45 1.093, H46 1.095, C47 1.532
45 H 2.448 2.328 0.266  C44 1.093
46 H 2.077 4.039 0.096  C44 1.095
47 C 2.611 3.464 2.100  C44 1.532, H48 1.087, H49 1.087, H50 1.087
48 H 3.686 3.563 1.973  C47 1.087
49 H 2.229 4.390 2.522  C47 1.087
50 H 2.413 2.659 2.804  C47 1.087
51 H 0.163 4.866 0.415  C5 1.093
52 H -1.215 3.799 0.173  C5 1.095

These are the Löwdin partial charges, in e, on atoms 1 to 2: C -0.067; H 0.063